(1)
Computed, not measured: a single C18H23NO5S molecule, with the ωB97M-V functional and the def2-TZVPD basis.

Geometry (Å):
C (0.5256, 3.9771, -0.4788)
H (1.2668, 3.3010, -0.8997)
H (0.9691, 4.9688, -0.4178)
H (-0.3207, 4.0163, -1.1600)
C (0.1342, 3.4906, 0.9175)
C (1.4197, 3.2532, 1.7046)
H (1.2504, 2.7561, 2.6520)
H (2.1028, 2.6336, 1.1320)
H (1.9021, 4.2108, 1.8944)
C (-0.8611, 4.4116, 1.6623)
H (-0.4922, 5.4097, 1.8914)
C (-2.0914, 4.3937, 0.7562)
C (-2.0879, 2.9698, 0.2471)
O (-2.8958, 2.4467, -0.4718)
C (-0.8579, 2.3054, 0.8683)
C (-0.4931, 1.0298, 0.1488)
H (-1.2909, 0.2987, 0.2538)
H (-0.3073, 1.2220, -0.9048)
S (0.9962, 0.1806, 0.7367)
O (2.1411, 0.6588, 0.0092)
O (1.0659, 0.1475, 2.1676)
N (0.6393, -1.3929, 0.2550)
H (1.0320, -2.0388, 0.9257)
C (1.0180, -1.7134, -1.1098)
C (0.7648, -3.1584, -1.4383)
C (1.6293, -3.8494, -2.2800)
C (1.3944, -5.1729, -2.5986)
C (0.2856, -5.8274, -2.0686)
C (-0.5825, -5.1384, -1.2235)
C (-0.3447, -3.8149, -0.9147)
H (-1.0135, -3.2753, -0.2623)
H (-1.4377, -5.6613, -0.8232)
C (-0.0032, -7.2446, -2.3757)
O (-0.9413, -7.8639, -1.9388)
O (0.8914, -7.8047, -3.2063)
H (0.6491, -8.7295, -3.3691)
H (2.0660, -5.7071, -3.2518)
H (2.4922, -3.3439, -2.6880)
H (0.4024, -1.0821, -1.7604)
H (2.0684, -1.4534, -1.2958)
C (-1.2857, 2.1428, 2.3463)
H (-2.2874, 1.7159, 2.4145)
H (-0.5965, 1.4705, 2.8529)
C (-1.2254, 3.5795, 2.8997)
H (-0.4709, 3.6794, 3.6773)
H (-2.1788, 3.8963, 3.3225)
H (-2.0185, 5.0917, -0.0778)
H (-3.0224, 4.6142, 1.2799)

Results
* total charge: 0
* E: -41602.904 eV
* energy relative to the best compared isomer or geometry (same formula, charge and spin): 4.4 kJ/mol
* gap between HOMO and LUMO: 9.78 eV

***

(2)
Computed, not measured: a molecular structure, C18H23O4Sm in a non-equilibrium geometry, with the ωB97M-V functional and the def2-TZVPD basis.

Geometry (Å):
Sm (0.5764, -0.3800, -0.0467)
C (-0.1187, -3.4037, -2.7597)
C (-0.1225, -3.1989, -1.2549)
C (-0.1281, -4.5308, -0.4352)
O (1.0899, -2.4696, -0.8703)
C (-1.4196, -2.4091, -0.9080)
O (-2.4098, -3.0873, -0.6837)
O (-1.2388, -1.0952, -0.9829)
H (0.6351, -4.1494, -3.0908)
H (0.0611, -2.4501, -3.2546)
H (-1.1405, -3.7202, -3.1112)
H (0.8111, -5.1619, -0.5304)
H (-1.0106, -5.1207, -0.6309)
H (-0.1534, -4.2828, 0.6343)
H (1.6918, -3.0441, -0.3868)
C (-1.1149, -0.9518, 3.9054)
C (-0.3945, 0.0384, 2.9861)
C (0.5294, 0.9180, 3.9397)
C (-1.4170, 0.8944, 2.2080)
O (0.5079, -0.6921, 2.0989)
H (-1.3997, -0.3777, 4.7691)
H (-0.4454, -1.7414, 4.2081)
H (-1.9672, -1.3229, 3.3776)
H (-0.2093, 1.5538, 4.4855)
H (1.1590, 1.5610, 3.3325)
H (1.1084, 0.1585, 4.5524)
H (-1.7839, 1.7439, 2.8139)
H (-2.2023, 0.2785, 1.8043)
H (-1.0434, 1.4165, 1.3150)
C (0.3317, 4.4620, -0.1126)
C (1.1455, 3.6005, 0.6513)
C (1.3859, 2.3149, 0.2088)
C (1.0869, 1.9627, -1.1764)
C (1.5632, 0.8527, -1.8673)
C (1.4616, 0.6809, -3.1876)
C (0.4477, 1.4620, -3.8549)
C (-0.1311, 2.5380, -3.2330)
C (0.1205, 2.8155, -1.9070)
C (-0.2123, 4.0650, -1.3173)
H (0.2040, 5.5203, 0.2246)
H (1.4665, 3.9633, 1.6214)
H (2.0682, 1.7242, 0.7787)
H (2.0634, -0.0184, -3.7590)
H (0.2524, 1.2245, -4.9243)
H (-0.6651, 3.2418, -3.8505)
H (-1.0394, 4.6169, -1.7797)

Results
* total charge: 0
* multiplicity: 6
* E: -45132.755 eV
* energy relative to the best compared isomer or geometry (same formula, charge and spin): 38.0 kJ/mol
* gap between HOMO and LUMO (alpha / beta): 7.40 / 7.45 eV

***

(3)
Computed, not measured: a molecular structure, C18H24AuN3S2Si2, with the ωB97M-V functional and the def2-TZVPD basis.

Geometry (Å):
Au (-0.7095, -0.7030, -0.2458)
C (-3.4259, -4.0144, 3.1473)
S (-3.2150, -2.2950, 3.6681)
C (-2.5353, -1.5999, 2.1771)
S (-1.0587, -2.3197, 1.5860)
N (-3.1633, -0.5885, 1.6859)
N (-2.5980, -0.0741, 0.5517)
C (-3.2101, 0.9733, 0.0140)
C (-2.7209, 1.4976, -1.2134)
C (-3.3520, 2.5656, -1.8836)
C (-2.8136, 3.0441, -3.0486)
C (-1.6467, 2.4567, -3.5623)
C (-1.0886, 1.4057, -2.8716)
N (-1.5958, 0.9320, -1.7281)
H (-3.7943, -4.5521, 4.0197)
H (-2.4781, -4.4477, 2.8374)
H (-4.1567, -4.0848, 2.3447)
H (-4.0844, 1.3900, 0.4997)
H (-4.2537, 2.9919, -1.4630)
H (-3.2850, 3.8676, -3.5691)
H (-1.1900, 2.8101, -4.4755)
H (-0.1925, 0.9136, -3.2299)
C (-0.0480, 2.5595, 0.6527)
Si (0.5367, 0.8745, 1.1541)
C (0.2051, 0.5935, 2.9484)
C (2.3240, 0.6207, 0.6923)
C (3.2977, 1.4362, 1.2840)
C (4.6345, 1.3012, 0.9460)
C (5.0145, 0.3453, 0.0102)
C (4.0566, -0.4666, -0.5758)
C (2.7017, -0.3447, -0.2452)
Si (1.3988, -1.4479, -1.0369)
C (1.7327, -3.2122, -0.5322)
C (1.5925, -1.3255, -2.8998)
H (0.5208, 3.2994, 1.2260)
H (-1.1078, 2.6951, 0.8780)
H (0.1146, 2.7461, -0.4090)
H (0.7115, 1.3782, 3.5205)
H (0.5696, -0.3795, 3.2728)
H (-0.8651, 0.6523, 3.1594)
H (3.0151, 2.1879, 2.0155)
H (5.3791, 1.9377, 1.4073)
H (6.0577, 0.2358, -0.2591)
H (4.3720, -1.2084, -1.3035)
H (2.7411, -3.5028, -0.8410)
H (1.0208, -3.8978, -0.9974)
H (1.6567, -3.3307, 0.5506)
H (2.4032, -1.9829, -3.2272)
H (1.8442, -0.3059, -3.1991)
H (0.6878, -1.6276, -3.4321)

Results
* total charge: 0
* multiplicity: 3
* E: -64643.638 eV
* gap between HOMO and LUMO (alpha / beta): 5.44 / 6.68 eV

***

(4)
Computed, not measured: a molecular structure, C18H24BClF4IN3OPtS in a non-equilibrium geometry, with the ωB97M-V functional and the def2-TZVPD basis.

Geometry (Å):
Pt (-0.2733, 1.5166, -0.1187)
Cl (4.3586, 1.5381, 4.8183)
C (3.5595, 1.3358, 3.2879)
C (4.2945, 1.0489, 2.1694)
C (3.6860, 0.9070, 0.9053)
I (4.8342, 0.4862, -0.7681)
C (2.3236, 1.0533, 0.7637)
O (1.6342, 0.9382, -0.3566)
C (1.5799, 1.3135, 1.9446)
N (0.2263, 1.4328, 1.7510)
C (-0.5604, 1.7910, 2.7419)
C (-0.0477, 1.9981, 4.0325)
C (1.2896, 1.8394, 4.2678)
C (2.1551, 1.4877, 3.2077)
H (5.3675, 0.9469, 2.2534)
H (-1.6079, 1.9207, 2.5101)
H (-0.7251, 2.2925, 4.8204)
H (1.7014, 2.0040, 5.2541)
C (0.3276, -1.8169, 1.8689)
C (0.0829, -3.1371, 1.1480)
C (-0.8943, -3.0222, -0.0214)
C (-2.2980, -2.5501, 0.3861)
N (-2.4705, -1.0999, 0.4224)
C (-2.5083, -0.2985, -0.6413)
S (-2.5755, 1.4377, -0.4390)
N (-2.5181, -0.8373, -1.8573)
C (-2.3347, -0.0824, -3.1059)
C (-0.8677, 0.1812, -3.4239)
C (-0.0237, -1.0692, -3.6605)
C (-0.4899, -1.9138, -4.8433)
H (1.1599, -1.8998, 2.5688)
H (-0.5441, -1.4962, 2.4471)
H (0.5675, -1.0283, 1.1545)
H (-0.2885, -3.8900, 1.8499)
H (1.0330, -3.5135, 0.7635)
H (-0.9876, -3.9938, -0.5130)
H (-0.4770, -2.3282, -0.7564)
H (-2.5298, -2.9098, 1.3884)
H (-3.0656, -2.9684, -0.2713)
H (-2.4519, -0.6245, 1.3088)
H (-2.3850, -1.8351, -1.9193)
H (-2.8736, 0.8553, -3.0083)
H (-2.8173, -0.6633, -3.8912)
H (-0.4311, 0.7660, -2.6075)
H (-0.8335, 0.8198, -4.3105)
H (-0.0028, -1.6816, -2.7539)
H (1.0084, -0.7542, -3.8222)
H (-1.4527, -2.3958, -4.6574)
H (0.2259, -2.7048, -5.0665)
H (-0.5983, -1.3014, -5.7410)
F (-0.9485, 4.1034, 0.6048)
B (0.1146, 4.4191, -0.2876)
F (1.3257, 3.9876, 0.2851)
F (0.1379, 5.7554, -0.5853)
F (-0.1116, 3.6398, -1.4971)

Results
* total charge: 0
* E: -71831.383 eV
* energy relative to the best compared isomer or geometry (same formula, charge and spin): 158.7 kJ/mol
* gap between HOMO and LUMO: 6.97 eV

***

What is the E in the first record?
-41602.904 eV

***

What is the E in the fourth record?
-71831.383 eV